Density functional theory data (the ωB97M-V functional and the def2-TZVPD basis) for one molecule with the formula CH3IO2S2.

Last column: natural (NBO) charge in e.
Positions of all 9 atoms, in Å:
C -0.303 0.318 0.724  -0.274
O 0.752 0.174 1.701  -0.692
O 3.093 -2.559 2.874  -0.894
S 2.225 -0.284 1.258  0.398
S 1.915 -2.173 2.146  0.998
I 1.947 -3.604 0.122  -0.130
H -1.079 -0.495 0.817  0.191
H 0.039 0.240 -0.392  0.199
H -0.840 1.272 0.929  0.202

Properties
E_LUMO, eV: -0.92
Relative energy (zero: lowest compared OMol25 entry of this formula, charge and spin), kcal per mole: 38.24
HOMO-LUMO gap, Ha: 0.310